Record 1
H18O9 | ωB97M-V/def2-TZVPD

## Properties
energy above the lowest of the compared OMol25 structures with the same formula, charge and spin	97.0	kcal per mole
net charge	0
structure (SMILES)	O.O.O.O.O.O.O.O.O
HOMO	-11.2	eV
E_tot	-687.87117	Ha

Atoms and positions in Å:
O (0.102, -0.358, -0.066)
H (0.739, -1.005, 0.259)
H (0.636, 0.421, -0.258)
O (-3.220, 1.127, -2.833)
H (-3.277, 2.060, -2.596)
H (-2.302, 1.010, -3.104)
O (2.114, -0.678, 1.201)
H (2.454, -0.741, 0.301)
H (2.897, -0.511, 1.737)
O (-0.832, -4.909, -1.750)
H (-1.363, -5.033, -2.544)
H (-0.912, -3.968, -1.559)
O (1.297, -3.542, 1.330)
H (1.940, -3.275, 0.663)
H (0.538, -2.972, 1.165)
O (-3.274, 1.504, 2.725)
H (-2.736, 0.709, 2.812)
H (-2.838, 2.008, 2.028)
O (0.286, -2.078, 4.450)
H (0.507, -2.186, 5.382)
H (0.577, -1.182, 4.242)
O (1.306, 3.178, -1.356)
H (1.996, 3.791, -1.630)
H (1.123, 2.660, -2.148)
O (0.519, 4.979, -2.833)
H (0.328, 4.137, -2.404)
H (1.395, 4.855, -3.215)

Record 2
H18O9 | ωB97M-V/def2-TZVPD

## Properties
energy above the lowest of the compared OMol25 structures with the same formula, charge and spin	42.0	kcal per mole
net charge	0
structure (SMILES)	O.O.O.O.O.O.O.O.O
HOMO	-10.9	eV
E_tot	-687.95889	Ha

Atoms and positions in Å:
O (2.221, -2.940, 0.999)
H (1.377, -2.478, 1.084)
H (2.548, -3.023, 1.901)
O (1.629, 2.538, 2.491)
H (0.829, 3.005, 2.217)
H (1.307, 1.748, 2.965)
O (1.137, 0.106, 3.282)
H (0.863, -0.110, 2.363)
H (0.869, -0.642, 3.822)
O (-0.754, -1.552, -1.910)
H (-1.090, -1.440, -2.810)
H (0.205, -1.478, -2.004)
O (-2.912, 0.816, -1.419)
H (-2.310, 0.065, -1.384)
H (-3.779, 0.400, -1.474)
O (0.489, 2.008, -3.216)
H (0.434, 2.940, -3.446)
H (0.634, 1.996, -2.257)
O (0.406, -0.413, 0.650)
H (0.652, 0.398, 0.156)
H (-0.133, -0.937, 0.044)
O (-3.531, -2.010, -0.652)
H (-3.726, -2.561, 0.114)
H (-2.611, -2.212, -0.872)
O (1.396, 1.926, -0.402)
H (1.656, 2.410, 0.409)
H (2.195, 1.438, -0.650)

Record 3
H18O9 | ωB97M-V/def2-TZVPD

## Properties
energy above the lowest of the compared OMol25 structures with the same formula, charge and spin	59.4	kcal per mole
net charge	+1
multiplicity	2
expectation value of S²	0.7580
HOMO (alpha / beta)	-14.1 / -14.1	eV
E_tot	-687.48538	Ha

Atoms and positions in Å:
O (-1.695, -0.423, 3.921)
H (-2.300, 0.328, 3.525)
H (-1.611, -1.022, 3.197)
O (1.024, 0.633, 3.262)
H (0.300, 0.011, 3.045)
H (1.276, 0.858, 2.302)
O (-4.209, -0.778, -1.187)
H (-3.376, -1.137, -0.888)
H (-4.282, -0.316, -2.027)
O (3.115, 2.368, 1.366)
H (3.650, 2.129, 2.187)
H (2.359, 2.454, 1.864)
O (-0.164, -0.731, -1.365)
H (-0.738, -0.355, -2.065)
H (0.751, -0.394, -1.339)
O (2.207, 1.169, -0.924)
H (2.553, 1.988, -1.189)
H (2.958, 0.721, -0.529)
O (0.488, -1.640, 1.062)
H (0.811, -2.237, 0.354)
H (0.096, -0.924, 0.461)
O (-2.253, 1.150, -3.417)
H (-1.688, 1.909, -3.649)
H (-2.858, 1.760, -2.905)
O (1.261, -2.901, -1.646)
H (0.373, -2.441, -1.580)
H (1.951, -2.179, -1.836)

Record 4
H18O9 | ωB97M-V/def2-TZVPD

## Properties
energy above the lowest of the compared OMol25 structures with the same formula, charge and spin	26.5	kcal per mole
net charge	+1
multiplicity	2
expectation value of S²	0.7573
HOMO (alpha / beta)	-13.6 / -13.6	eV
E_tot	-687.53782	Ha

Atoms and positions in Å:
O (17.179, 6.621, -6.548)
H (17.072, 7.184, -7.314)
H (16.680, 5.831, -6.758)
O (16.504, 0.612, -2.280)
H (16.698, 1.296, -1.640)
H (16.458, 1.073, -3.118)
O (19.566, 2.999, -3.218)
H (19.954, 3.441, -2.463)
H (18.675, 3.345, -3.267)
O (14.142, 2.843, -1.185)
H (14.545, 2.389, -0.445)
H (14.470, 3.740, -1.124)
O (15.571, 5.159, -1.367)
H (14.982, 5.777, -0.934)
H (16.445, 5.410, -1.067)
O (16.707, 3.705, -3.576)
H (16.633, 3.846, -4.519)
H (15.865, 3.994, -3.223)
O (15.290, 4.578, -6.504)
H (14.980, 5.478, -6.402)
H (14.552, 4.037, -6.223)
O (17.564, 2.787, -0.838)
H (17.673, 3.432, -0.140)
H (17.543, 3.305, -1.643)
O (17.032, 2.846, -7.804)
H (16.605, 3.422, -7.169)
H (16.592, 3.035, -8.633)

Record 5
H18O9Xe | ωB97M-V/def2-TZVPD

## Properties
energy above the lowest of the compared OMol25 structures with the same formula, charge and spin	22.9	kcal per mole
net charge	0
HOMO	-10.5	eV
E_tot	-1017.28991	Ha

Atoms and positions in Å:
Xe (-0.515, -0.357, -0.209)
O (-2.098, 1.585, 3.008)
H (-2.235, 2.083, 3.814)
H (-1.347, 2.006, 2.590)
O (-4.325, -0.519, -0.186)
H (-4.532, -0.156, 0.675)
H (-4.657, -1.416, -0.154)
O (2.847, 1.643, -0.988)
H (2.895, 2.197, -0.209)
H (3.711, 1.723, -1.393)
O (-0.775, -1.185, 4.196)
H (-1.323, -0.650, 3.622)
H (-0.160, -1.619, 3.605)
O (2.943, -1.807, 1.558)
H (3.335, -1.166, 2.151)
H (3.191, -1.508, 0.683)
O (0.077, 3.060, 2.040)
H (-0.388, 3.296, 1.238)
H (0.251, 3.897, 2.472)
O (1.322, -1.530, -2.639)
H (1.946, -1.250, -1.969)
H (0.878, -0.725, -2.904)
O (-0.729, -3.575, -3.071)
H (-0.390, -3.867, -3.917)
H (-0.107, -2.908, -2.780)
O (0.236, 0.569, -3.789)
H (-0.683, 0.787, -3.945)
H (0.631, 1.392, -3.500)

Record 6
H18O9Y | ωB97M-V/def2-TZVPD

## Properties
net charge	+2
multiplicity	2
expectation value of S²	0.7505
HOMO (alpha / beta)	-9.5 / -19.3	eV
E_tot	-725.83197	Ha

Atoms and positions in Å:
Y (-0.043, -0.004, 0.052)
O (-0.132, 1.532, 1.852)
H (-0.801, 1.871, 2.447)
H (0.693, 1.865, 2.204)
O (0.075, 0.355, -2.317)
H (-0.216, -0.442, -2.760)
H (0.390, 0.920, -3.023)
O (0.229, -2.412, -0.324)
H (-0.521, -2.952, -0.573)
H (0.987, -2.985, -0.442)
O (-1.858, 1.603, -0.240)
H (-1.486, 2.484, -0.281)
H (-2.645, 1.648, -0.783)
O (-1.914, -1.096, -1.002)
H (-2.769, -1.340, -0.646)
H (-1.881, -1.520, -1.860)
O (-1.412, -0.883, 1.689)
H (-1.338, -1.701, 2.180)
H (-2.113, -0.401, 2.129)
O (1.087, 2.031, -0.413)
H (0.914, 2.959, -0.257)
H (1.926, 2.017, -0.874)
O (2.264, -0.393, -0.817)
H (2.662, 0.191, -1.462)
H (2.768, -1.204, -0.886)
O (1.466, -0.589, 1.858)
H (1.282, -0.717, 2.789)
H (2.385, -0.839, 1.759)

Record 7
H19O10 | ωB97M-V/def2-TZVPD

## Properties
energy above the lowest of the compared OMol25 structures with the same formula, charge and spin	44.9	kcal per mole
net charge	-1
HOMO	-6.8	eV
E_tot	-763.81894	Ha

Atoms and positions in Å:
O (28.238, 6.252, 37.726)
H (28.093, 5.797, 36.776)
O (25.768, 5.436, 36.970)
H (25.486, 6.083, 36.377)
H (26.661, 5.826, 37.412)
O (30.230, 4.296, 34.291)
H (30.367, 3.555, 34.789)
H (29.301, 4.391, 34.596)
O (29.978, 3.439, 37.268)
H (29.425, 3.317, 37.996)
H (30.382, 4.335, 37.552)
O (29.628, 8.634, 36.159)
H (28.954, 8.992, 36.672)
H (29.667, 7.701, 36.370)
O (28.259, 4.169, 39.383)
H (27.592, 4.493, 39.830)
H (28.525, 4.869, 38.751)
O (30.762, 6.221, 37.254)
H (29.810, 6.244, 37.496)
H (31.336, 6.071, 38.101)
O (29.417, 7.850, 39.515)
H (30.112, 7.309, 39.939)
H (29.120, 7.370, 38.886)
O (27.787, 4.224, 35.591)
H (26.924, 4.347, 35.883)
H (28.218, 3.718, 36.283)
O (27.243, 8.711, 37.706)
H (27.043, 8.965, 38.585)
H (27.435, 7.814, 37.863)

Record 8
H19O10 | ωB97M-V/def2-TZVPD

## Properties
energy above the lowest of the compared OMol25 structures with the same formula, charge and spin	56.6	kcal per mole
net charge	-1
HOMO	-5.8	eV
E_tot	-763.80027	Ha

Atoms and positions in Å:
O (3.024, 0.176, 2.553)
H (3.887, -0.179, 2.335)
H (-3.134, -0.891, 0.916)
O (2.803, 1.488, -0.456)
H (2.725, 0.688, 0.088)
H (1.903, -0.902, 1.181)
O (0.338, 1.285, -1.985)
H (3.004, 1.312, -1.368)
H (0.108, 1.120, -1.062)
O (0.367, 2.539, 1.375)
H (1.495, -0.989, -0.865)
H (2.978, 1.120, 2.697)
O (0.843, -1.106, -1.569)
H (-1.937, 0.153, 0.552)
H (-0.365, 2.041, 0.828)
O (-3.351, -2.450, -0.043)
H (-3.500, -2.390, -0.987)
H (-2.469, -2.231, 0.251)
O (-3.860, -0.142, -2.027)
H (-3.966, 0.805, -2.082)
H (-3.743, -0.271, -1.067)
O (-0.446, 0.293, 0.427)
H (-0.480, 0.182, 1.375)
H (0.054, -0.887, -1.026)
O (-2.932, 0.031, 0.733)
H (0.596, 0.615, -2.595)
O (2.563, -1.503, 0.772)
H (1.126, 1.915, 1.150)
H (2.367, -1.822, -0.102)

Record 9
H19O10 | ωB97M-V/def2-TZVPD

## Properties
energy above the lowest of the compared OMol25 structures with the same formula, charge and spin	0.0	kcal per mole
net charge	-1
HOMO	-7.1	eV
E_tot	-763.89043	Ha

Atoms and positions in Å:
O (0.097, 2.822, 1.234)
H (-0.131, 1.884, 1.473)
H (1.024, 2.832, 1.497)
O (2.462, -3.696, 0.864)
H (1.873, -4.059, 0.194)
H (2.059, -2.823, 0.964)
O (1.349, 1.986, -1.237)
H (1.893, 1.657, -0.504)
H (0.509, 1.941, -0.746)
O (-0.233, 0.208, 1.546)
H (-0.909, -0.935, 1.212)
H (-0.564, 0.229, 2.451)
O (-1.731, -1.689, 1.285)
H (-1.242, 0.455, 0.152)
H (-2.247, -1.596, 2.089)
O (0.260, -2.462, -0.297)
H (-0.565, -2.486, 0.250)
H (0.166, -1.660, -0.830)
O (2.340, -0.176, 1.019)
H (1.414, -0.188, 1.396)
H (2.181, -0.490, 0.116)
O (-1.644, 0.490, -0.758)
H (-2.127, -0.349, -0.679)
H (-2.710, 1.963, -1.322)
O (-2.844, 2.680, -1.971)
H (-1.947, 2.987, -2.133)
O (0.461, -0.148, -2.618)
H (-0.304, 0.059, -2.067)
H (1.111, 0.567, -2.577)